[1]
# C61H47NO7S

A 4-piece molecular cluster, C61H47NO7S overall (ωB97M-V/def2-TZVPD, the OMol25 dataset).

Last column: Löwdin charge in e.
Atoms and positions in Å:
C1 -2.456 2.682 1.125  -0.0912
C2 -2.211 2.729 -0.456  -0.2738
O1 -0.984 2.092 -0.890  -0.1857
C3 -1.089 1.759 -2.293  -0.1981
C4 0.071 0.753 -2.794  -0.0681
C5 1.078 1.208 -3.884  0.0195
C6 2.176 0.250 -4.417  -0.1660
C7 3.199 0.665 -5.569  -0.1816
C8 4.304 1.752 -5.139  -0.3716
C9 5.703 0.935 -4.952  -0.1006
C10 4.530 2.777 -6.382  -0.1189
C11 2.272 -1.197 -3.838  -0.0218
C12 1.256 -1.629 -2.749  -0.3855
C13 0.130 -0.680 -2.184  -0.1406
N1 -0.795 -1.147 -1.142  0.0319
C14 -1.452 -2.422 -1.474  -0.1837
C15 -3.012 -2.488 -1.368  -0.0138
C16 -3.701 -3.855 -1.734  -0.0753
C17 -2.835 -5.092 -2.151  -0.0885
C18 -1.266 -5.029 -2.255  -0.0650
C19 -0.602 -3.676 -1.914  -0.4052
S1 1.237 -3.351 -2.015  0.8520
H1 -1.514 2.774 1.764  0.0762
H2 -2.985 1.712 1.459  0.0789
H3 -3.184 3.537 1.391  0.0860
H4 -3.161 2.281 -0.948  0.1255
H5 -2.169 3.837 -0.771  0.1133
H6 -2.074 1.158 -2.422  0.1246
H7 -1.152 2.661 -2.997  0.1306
H8 0.939 2.273 -4.298  0.1086
H9 3.628 -0.297 -6.025  0.1099
H10 2.562 1.160 -6.402  0.1173
H11 3.967 2.279 -4.186  0.1313
H12 6.599 1.635 -5.076  0.0752
H13 5.662 0.509 -3.877  0.0855
H14 5.716 0.054 -5.675  0.0721
H15 3.603 3.447 -6.558  0.0782
H16 5.389 3.502 -6.143  0.0755
H17 4.759 2.229 -7.359  0.0851
H18 3.090 -1.896 -4.237  0.1050
H19 -1.469 -0.426 -0.852  0.1025
H20 -3.643 -1.571 -1.074  0.0933
H21 -4.847 -3.896 -1.690  0.0874
H22 -3.432 -6.041 -2.413  0.0879
H23 -0.642 -5.921 -2.590  0.0948
O2 -2.368 8.467 4.039  0.1025
C20 -1.391 7.844 4.416  -0.2796
C21 -0.871 8.022 5.791  -0.0831
C22 -1.519 8.895 6.666  0.0039
C23 -1.062 9.039 7.971  -0.0563
C24 0.043 8.311 8.408  -0.0562
C25 0.702 7.454 7.534  0.0038
C26 0.250 7.312 6.221  -0.0817
C27 0.969 6.411 5.293  -0.2702
O3 1.981 5.832 5.652  0.0938
C28 0.438 6.217 3.925  -0.0811
C29 1.087 5.342 3.052  0.0109
C30 0.577 5.128 1.777  -0.0528
C31 -0.582 5.785 1.369  -0.0637
C32 -1.222 6.669 2.231  0.0063
C33 -0.710 6.891 3.511  -0.0835
H24 -2.384 9.461 6.334  0.1215
H25 -1.570 9.714 8.652  0.1080
H26 0.392 8.414 9.430  0.1079
H27 1.566 6.893 7.878  0.1148
H28 1.987 4.822 3.366  0.1218
H29 1.080 4.443 1.101  0.1136
H30 -0.984 5.610 0.376  0.0981
H31 -2.123 7.181 1.906  0.1215
O4 -4.029 -9.885 -7.664  0.1017
C34 -4.941 -9.181 -7.265  -0.2803
C35 -4.659 -7.877 -6.624  -0.0854
C36 -3.338 -7.442 -6.496  0.0040
C37 -3.067 -6.201 -5.931  -0.0569
C38 -4.111 -5.389 -5.493  -0.0664
C39 -5.426 -5.826 -5.603  0.0036
C40 -5.703 -7.074 -6.163  -0.0855
C41 -7.105 -7.538 -6.259  -0.2803
O5 -8.013 -6.861 -5.807  0.1004
C42 -7.389 -8.833 -6.917  -0.0850
C43 -8.710 -9.265 -7.046  0.0024
C44 -8.989 -10.464 -7.693  -0.0582
C45 -7.952 -11.234 -8.214  -0.0578
C46 -6.633 -10.814 -8.074  0.0028
C47 -6.348 -9.614 -7.421  -0.0847
H32 -2.521 -8.068 -6.840  0.1211
H33 -2.039 -5.863 -5.836  0.1087
H34 -3.898 -4.415 -5.064  0.1043
H35 -6.235 -5.191 -5.255  0.1207
H36 -9.523 -8.667 -6.647  0.1209
H37 -10.017 -10.796 -7.796  0.1073
H38 -8.171 -12.165 -8.727  0.1074
H39 -5.830 -11.421 -8.479  0.1211
O6 4.685 1.689 4.806  0.1013
C48 5.011 1.451 5.956  -0.2794
C49 4.997 2.521 6.979  -0.0816
C50 4.587 3.807 6.625  0.0074
C51 4.534 4.810 7.588  -0.0569
C52 4.887 4.530 8.907  -0.0563
C53 5.312 3.254 9.259  0.0000
C54 5.374 2.248 8.294  -0.0871
C55 5.845 0.897 8.675  -0.2805
O7 6.226 0.672 9.811  0.0989
C56 5.840 -0.178 7.657  -0.0849
C57 6.247 -1.465 8.013  0.0016
C58 6.214 -2.489 7.073  -0.0592
C59 5.774 -2.232 5.776  -0.0581
C60 5.381 -0.948 5.415  0.0030
C61 5.418 0.084 6.354  -0.0844
H40 4.305 4.030 5.601  0.1159
H41 4.210 5.808 7.312  0.0990
H42 4.833 5.309 9.660  0.1056
H43 5.591 3.044 10.287  0.1200
H44 6.586 -1.672 9.023  0.1205
H45 6.528 -3.490 7.352  0.1069
H46 5.740 -3.034 5.046  0.1073
H47 5.042 -0.755 4.402  0.1213

For the total energy, the calculation gives -3332.06378 a.u. As for the multiplicity: 1. The total charge is 0. As for the relative energy (zero: lowest compared OMol25 entry of this formula, charge and spin): 0.0 kJ/mol. For the frontier orbital gap, the calculation gives 6.592 eV. The SMILES is CCOCc1cc(CC(C)C)cc2c1Nc1ccccc1S2.O=C1c2ccccc2C(=O)c2ccccc21.O=C1c2ccccc2C(=O)c2ccccc21.O=C1c2ccccc2C(=O)c2ccccc21.

[2]
# C61H48FGeINO5P3Pb

C61H48FGeINO5P3Pb as an isolated structure (ωB97M-V/def2-TZVPD, the OMol25 dataset).

Last column: Löwdin charge in e.
Atoms and positions in Å:
Pb1 -0.268 0.030 0.229  1.2673
O1 -4.018 -0.913 1.736  0.1764
C1 -3.022 -0.582 0.916  -0.4407
O2 -2.286 0.355 1.105  -0.1171
C2 -2.905 -1.469 -0.283  -0.1935
C3 -3.778 -2.500 -0.571  0.0558
C4 -3.565 -3.225 -1.748  0.0135
C5 -2.527 -2.863 -2.583  0.0140
C6 -1.710 -1.801 -2.193  -0.2674
N1 -1.877 -1.154 -1.062  0.0225
C7 -0.548 -1.276 -3.007  -0.8907
O3 0.198 -2.332 -3.619  -0.1397
O4 0.177 -0.384 -2.474  -0.2607
H1 -4.000 -0.300 2.487  0.1289
H2 -4.604 -2.720 0.090  0.1338
H3 -4.219 -4.047 -2.008  0.1287
H4 -2.357 -3.358 -3.529  0.1243
F1 5.478 0.362 2.559  -0.2675
Ge1 3.720 0.316 2.345  0.9604
C8 3.455 2.282 2.247  -0.2217
C9 4.477 2.868 3.012  -0.0976
C10 4.508 4.226 3.277  -0.0408
C11 3.522 5.054 2.768  -0.0432
C12 2.513 4.498 2.010  -0.1295
C13 2.452 3.120 1.752  -0.3967
P1 1.007 2.630 0.769  1.0163
C14 1.084 3.764 -0.663  -0.3460
C15 -0.055 3.981 -1.440  -0.0874
C16 0.001 4.807 -2.551  -0.0572
C17 1.194 5.421 -2.906  -0.0636
C18 2.335 5.187 -2.154  -0.0764
C19 2.287 4.351 -1.047  -0.1087
C20 -0.413 3.149 1.804  -0.3524
C21 -1.703 2.887 1.341  -0.1523
C22 -2.814 3.220 2.103  -0.0663
C23 -2.652 3.805 3.348  -0.0748
C24 -1.374 4.034 3.836  -0.0633
C25 -0.261 3.703 3.076  -0.0836
C26 3.069 -0.231 4.104  -0.2738
C27 3.924 -0.073 5.194  -0.0836
C28 3.553 -0.504 6.459  -0.0477
C29 2.316 -1.102 6.651  -0.0510
C30 1.454 -1.265 5.579  -0.0798
C31 1.822 -0.833 4.302  -0.3723
P2 0.651 -1.123 2.924  1.0239
C32 0.787 -2.888 2.500  -0.3758
C33 1.635 -3.772 3.155  -0.0646
C34 1.688 -5.106 2.765  -0.0590
C35 0.901 -5.566 1.721  -0.0646
C36 0.053 -4.686 1.056  -0.0781
C37 0.004 -3.357 1.440  -0.1392
C38 -0.960 -0.994 3.763  -0.3930
C39 -1.379 0.278 4.149  -0.0909
C40 -2.592 0.446 4.795  -0.0635
C41 -3.398 -0.655 5.058  -0.0747
C42 -2.986 -1.921 4.673  -0.0662
C43 -1.771 -2.093 4.023  -0.0788
C44 3.809 -1.444 1.414  -0.2658
C45 4.586 -2.269 2.236  -0.0978
C46 4.837 -3.592 1.919  -0.0505
C47 4.288 -4.138 0.773  -0.0603
C48 3.536 -3.334 -0.063  -0.0814
C49 3.320 -1.983 0.225  -0.3819
P3 2.266 -1.001 -0.874  1.0273
C50 2.320 -2.080 -2.398  -0.1861
C51 3.467 -2.159 -3.128  -0.0180
C52 3.633 -3.183 -4.081  0.0936
C53 2.675 -4.194 -4.312  -0.0012
C54 1.487 -4.097 -3.670  0.0896
C55 1.174 -2.960 -2.766  -0.2836
C56 3.303 0.367 -1.487  -0.3784
C57 4.624 0.560 -1.086  -0.0957
C58 5.376 1.579 -1.658  -0.0527
C59 4.826 2.378 -2.650  -0.0595
C60 3.512 2.181 -3.053  -0.0673
C61 2.741 1.195 -2.462  -0.0887
H5 5.280 2.260 3.397  0.0909
H6 5.311 4.633 3.876  0.1186
H7 3.540 6.119 2.954  0.1198
H8 1.750 5.145 1.594  0.1210
H9 -0.995 3.511 -1.187  0.0638
H10 -0.893 4.978 -3.136  0.1121
H11 1.234 6.076 -3.766  0.1125
H12 3.272 5.655 -2.428  0.1146
H13 3.193 4.172 -0.485  0.1070
H14 -1.864 2.427 0.377  0.0535
H15 -3.807 3.020 1.721  0.1155
H16 -3.517 4.076 3.939  0.1148
H17 -1.236 4.476 4.815  0.1163
H18 0.722 3.875 3.489  0.1006
H19 4.897 0.380 5.051  0.1054
H20 4.230 -0.377 7.293  0.1163
H21 2.020 -1.440 7.635  0.1154
H22 0.487 -1.723 5.741  0.1100
H23 2.251 -3.427 3.975  0.1118
H24 2.345 -5.789 3.287  0.1188
H25 0.938 -6.608 1.432  0.1130
H26 -0.584 -5.043 0.255  0.1057
H27 -0.685 -2.689 0.930  0.0585
H28 -0.754 1.143 3.950  0.1004
H29 -2.907 1.435 5.098  0.1063
H30 -4.339 -0.525 5.577  0.1164
H31 -3.601 -2.785 4.898  0.1176
H32 -1.454 -3.089 3.737  0.1088
H33 5.014 -1.871 3.147  0.1029
H34 5.449 -4.195 2.577  0.1207
H35 4.445 -5.180 0.527  0.1184
H36 3.119 -3.781 -0.958  0.0963
H37 4.294 -1.489 -2.934  0.1280
H38 4.565 -3.218 -4.634  0.1402
H39 2.876 -4.984 -5.021  0.1302
H40 0.663 -4.764 -3.890  0.1469
H41 0.716 -3.327 -1.830  0.1638
H42 5.086 -0.085 -0.349  0.0947
H43 6.398 1.729 -1.338  0.1160
H44 5.422 3.157 -3.108  0.1154
H45 3.078 2.803 -3.824  0.1158
H46 1.714 1.048 -2.780  0.0964
O5 -2.039 1.733 -2.144  -0.0949
H47 -1.898 1.302 -2.997  -0.0708
H48 -2.889 2.181 -2.231  0.0664
I1 -1.545 -0.474 -4.963  0.8358

For the total energy, the calculation gives -6475.18002 a.u. As for the multiplicity: 1. The total charge is +2. As for the relative energy (zero: lowest compared OMol25 entry of this formula, charge and spin): 194.6 kJ/mol. For the frontier orbital gap, the calculation gives 4.587 eV.

[3]
# C61H54BFN3O8

A 4-piece molecular cluster, C61H54BFN3O8 overall (ωB97M-V/def2-TZVPD, the OMol25 dataset).

Last column: Löwdin charge in e.
Atoms and positions in Å:
C1 6.605 -4.165 5.824  -0.0708
C2 6.403 -5.518 4.952  -0.2333
O1 5.175 -5.542 4.186  -0.1651
C3 5.289 -4.705 2.996  -0.1259
N1 4.722 -3.360 3.300  0.0001
C4 3.627 -3.328 4.251  0.0761
C5 3.224 -1.843 4.329  -0.0504
C6 2.031 -1.268 5.210  -0.0736
C7 2.256 -1.358 6.792  -0.3072
C8 2.311 -2.881 7.346  -0.0503
F1 3.359 -0.555 7.269  -0.0607
N2 4.144 -1.201 3.409  0.1334
B1 3.975 0.307 3.224  -0.5290
O2 3.459 0.836 1.962  0.0791
N3 4.290 1.218 4.345  -0.0988
C9 5.661 0.988 4.897  -0.0739
C10 4.051 2.654 4.003  -0.0710
C11 5.090 -2.090 2.746  -0.0272
C12 6.192 -1.728 1.659  -0.0628
C13 7.687 -2.162 2.039  -0.1613
C14 8.466 -1.144 2.985  -0.1730
C15 8.452 0.398 2.887  -0.0494
C16 9.326 1.205 3.888  -0.0681
C17 10.235 0.574 4.977  -0.0566
C18 10.233 -0.968 5.089  -0.0631
C19 9.368 -1.779 4.103  -0.0439
H1 7.379 -4.299 6.667  0.0987
H2 6.924 -3.341 5.080  0.0553
H3 5.597 -3.802 6.256  0.0679
H4 7.351 -5.712 4.348  0.1234
H5 6.338 -6.371 5.729  0.1365
H6 4.729 -5.201 2.126  0.1652
H7 6.395 -4.710 2.719  0.1274
H8 3.108 -4.162 4.817  0.1448
H9 1.720 -0.199 4.967  0.1277
H10 1.108 -1.925 4.977  0.1363
H11 1.311 -0.901 7.275  0.1535
H12 3.374 -3.274 7.231  0.0692
H13 1.958 -2.819 8.438  0.0953
H14 1.522 -3.527 6.804  0.0943
H15 2.509 1.048 2.172  0.1069
H16 5.733 1.475 5.936  0.1084
H17 6.429 1.539 4.237  0.0842
H18 5.916 -0.128 5.004  0.1024
H19 4.518 3.281 4.835  0.1048
H20 4.607 2.883 3.024  0.1088
H21 2.948 2.931 3.904  0.1078
H22 5.891 -2.167 0.646  0.1411
H23 6.189 -0.580 1.556  0.1216
H24 8.276 -2.195 1.043  0.1384
H25 7.791 -3.202 2.493  0.0876
H26 7.812 0.881 2.071  0.1000
H27 9.305 2.354 3.814  0.0980
H28 10.900 1.176 5.689  0.0995
H29 10.852 -1.556 5.861  0.1009
H30 9.416 -2.928 4.193  0.0934
C20 -2.022 -3.566 0.889  -0.0516
C21 -0.969 -3.047 1.639  -0.0628
C22 -0.586 -1.720 1.478  -0.0062
C23 -1.249 -0.910 0.555  -0.0809
C24 -2.287 -1.436 -0.213  -0.0742
C25 -2.680 -2.763 -0.037  0.0108
C26 -2.965 -0.600 -1.231  -0.2712
O3 -3.875 -1.058 -1.901  0.0770
C27 -2.515 0.795 -1.428  -0.0794
C28 -3.106 1.575 -2.422  0.0025
C29 -2.700 2.893 -2.607  -0.0389
C30 -1.709 3.438 -1.793  -0.0402
C31 -1.114 2.662 -0.804  0.0060
C32 -1.509 1.335 -0.626  -0.0867
C33 -0.845 0.507 0.403  -0.2730
O4 0.027 0.982 1.115  0.0791
H31 -2.327 -4.599 1.021  0.1113
H32 -0.448 -3.678 2.352  0.1012
H33 0.232 -1.321 2.069  0.1046
H34 -3.496 -3.174 -0.622  0.1243
H35 -3.881 1.158 -3.059  0.1234
H36 -3.157 3.496 -3.384  0.1127
H37 -1.398 4.468 -1.932  0.1125
H38 -0.339 3.091 -0.177  0.1196
C34 -2.386 0.480 -11.649  -0.0551
C35 -1.064 0.352 -11.230  -0.0566
C36 -0.780 -0.134 -9.958  0.0013
C37 -1.820 -0.482 -9.096  -0.0865
C38 -3.145 -0.331 -9.507  -0.0843
C39 -3.426 0.141 -10.790  0.0045
C40 -4.259 -0.650 -8.584  -0.2801
O5 -5.416 -0.521 -8.944  0.1049
C41 -3.944 -1.119 -7.216  -0.0841
C42 -4.982 -1.369 -6.316  0.0076
C43 -4.696 -1.822 -5.033  -0.0512
C44 -3.375 -2.038 -4.646  -0.0662
C45 -2.338 -1.785 -5.538  0.0065
C46 -2.621 -1.316 -6.822  -0.0856
C47 -1.508 -1.016 -7.751  -0.2809
O6 -0.351 -1.200 -7.412  0.0962
H39 -2.607 0.851 -12.645  0.1088
H40 -0.253 0.628 -11.896  0.1080
H41 0.252 -0.237 -9.639  0.1203
H42 -4.454 0.248 -11.120  0.1221
H43 -6.013 -1.206 -6.612  0.1221
H44 -5.504 -2.011 -4.333  0.1104
H45 -3.154 -2.398 -3.648  0.0904
H46 -1.311 -1.950 -5.229  0.1190
C48 -9.369 7.771 -2.469  -0.0530
C49 -8.052 7.766 -2.925  -0.0552
C50 -7.274 6.621 -2.793  0.0013
C51 -7.807 5.480 -2.193  -0.0852
C52 -9.118 5.493 -1.715  -0.0831
C53 -9.902 6.638 -1.865  0.0062
C54 -9.681 4.306 -1.032  -0.2786
O7 -10.826 4.315 -0.618  0.1075
C55 -8.826 3.110 -0.853  -0.0820
C56 -9.322 2.004 -0.162  0.0062
C57 -8.531 0.871 0.000  -0.0538
C58 -7.246 0.835 -0.537  -0.0526
C59 -6.746 1.937 -1.222  0.0088
C60 -7.532 3.080 -1.373  -0.0798
C61 -6.977 4.261 -2.073  -0.2734
O8 -5.850 4.230 -2.539  0.0900
H47 -9.978 8.662 -2.581  0.1096
H48 -7.633 8.655 -3.385  0.1086
H49 -6.250 6.622 -3.154  0.1193
H50 -10.926 6.650 -1.507  0.1228
H51 -10.324 2.024 0.256  0.1227
H52 -8.917 0.014 0.542  0.1083
H53 -6.631 -0.052 -0.417  0.1033
H54 -5.742 1.904 -1.633  0.0982

For the total energy, the calculation gives -3247.48054 a.u. As for the multiplicity: 1. The total charge is +1. For the frontier orbital gap, the calculation gives 7.833 eV.

- The highest total energy belongs to which entry?
  C61H54BFN3O8

- What is the total energy in the second record?
  -6475.18002 a.u.

- frontier orbital gap of number 3 (C61H54BFN3O8)?
  7.833 eV